Entry from the Open Molecules 2025 dataset: a molecular structure, C7H16ClIN2O3PTm at a distorted geometry (ωB97M-V/def2-TZVPD).

Each line ends with the Löwdin spin population.
CARTESIAN COORDINATES (ANGSTROEM)
H1 2.1790 0.9236 -3.3392  0.000
O1 0.0129 3.7733 -0.1759  0.002
C1 1.5687 1.3483 -2.5399  0.000
H2 -4.9157 3.5667 -0.9940  0.000
H3 -4.3027 4.2314 1.2123  0.000
H4 1.2656 -2.0550 -0.7909  0.000
H5 -2.9266 3.4896 1.9713  0.000
N1 -4.1501 2.9299 -0.9964  0.000
C2 1.7960 -1.2073 -1.2515  0.000
H6 2.2169 1.8292 -1.7903  0.000
H7 -1.0163 -0.0019 -3.5671  0.000
H8 0.3748 -1.0944 -3.8754  0.000
I1 1.0205 -3.0305 2.6144  0.000
P1 0.6614 0.0350 -1.8511  -0.005
H9 0.9007 2.1220 -2.9511  0.000
H10 -3.9782 2.3517 -1.8063  0.000
Tm1 -0.9658 0.4899 0.1929  2.002
C3 2.6995 -3.1398 4.0221  0.000
O2 3.3606 -2.1391 4.2732  0.000
C4 -0.2384 2.5550 -0.0992  0.001
C5 2.8879 -4.5197 4.5769  0.000
H11 2.3682 -1.5456 -2.1202  0.000
H12 2.4794 -0.7843 -0.4972  0.000
H13 3.7460 -4.5313 5.2779  0.000
H14 1.9754 -4.8227 5.0954  0.000
Cl1 -1.4944 -1.6652 0.1794  0.001
H15 3.0666 -5.2139 3.7527  0.000
N2 -3.5436 3.5838 1.1774  0.000
C6 -0.3250 -0.7325 -3.1170  0.000
C7 -3.3684 2.8437 0.0810  0.000
O3 -2.4359 1.9787 0.0541  -0.001
H16 -0.9187 -1.5687 -2.7182  0.000

Values from the calculation:
spin multiplicity	3
LUMO energy (spin up / spin down)	-8.57 / -8.55	eV
⟨S²⟩	2.003
orbital gap (spin up / spin down)	0.211 / 0.212	Eh
net charge	+2

***

Entry from the Open Molecules 2025 dataset: a single C21H31N5O3 molecule at a nearly force-free geometry (ωB97M-V/def2-TZVPD).

Each line ends with the Mulliken charge.
CARTESIAN COORDINATES (ANGSTROEM)
H1 5.3030 2.7143 -1.0803  0.341
C1 1.7182 0.7009 0.0774  0.203
O1 1.4234 0.2160 1.1633  -0.770
H2 -2.3186 -1.6739 2.8295  0.472
C2 -6.6518 -1.1374 -0.3909  0.442
H3 -6.3166 1.0694 1.9191  0.431
C3 -8.5884 -0.3214 0.9910  -0.825
H4 -0.1316 -1.4630 -0.0914  0.475
H5 4.4904 -0.4803 -4.0497  0.287
C4 -0.5851 0.5381 -0.7126  -0.816
H6 -0.9127 0.8787 0.2695  0.202
N1 0.8072 0.9070 -0.8936  0.076
H7 3.6341 0.7154 -5.0228  0.318
H8 3.5611 3.0866 0.6277  0.357
C5 -5.2867 -0.8183 -0.4114  0.453
H9 -0.9818 -0.9775 1.9142  0.287
H10 4.6542 0.1066 -1.3397  0.466
C6 3.2750 2.6666 -0.3349  -1.095
H11 5.3375 0.3825 -5.3292  0.398
H12 2.3126 3.0994 -0.6216  0.361
H13 -8.6991 0.3524 1.8374  0.326
C7 -6.5037 -2.6119 -2.0409  -0.640
O2 3.9605 0.6376 0.8411  -0.735
C8 -2.0581 -1.1637 1.9009  -1.471
H14 3.3349 0.3389 1.5236  0.391
H15 5.9259 1.3250 -3.0721  0.361
H16 -1.1815 1.0377 -1.4731  0.525
N2 -7.1949 -0.3566 0.6035  0.101
C9 -3.0336 -1.1455 -1.5643  0.412
H17 1.1136 1.2598 -1.7839  0.309
H18 -2.1598 -4.0162 -0.0895  0.369
C10 -5.1321 -2.3735 -2.1728  -0.545
H19 3.0492 -0.1753 -2.0033  0.285
C11 -4.4859 -1.4692 -1.3443  0.238
C12 3.9336 1.8010 -2.4652  0.759
N3 -7.2918 -2.0047 -1.1571  -0.650
H20 -8.9233 -1.3173 1.2753  0.307
H21 5.1387 2.5198 -4.0855  0.371
H22 -0.4927 -1.3060 -1.8184  0.260
H23 -0.7497 -3.3639 0.7600  0.325
C13 -0.7756 -0.9736 -0.8188  -1.075
N4 -5.0031 0.1335 0.5526  -0.499
C14 -2.4684 -2.0250 0.7127  0.503
O3 -2.6932 -0.6954 -2.6505  -0.660
C15 3.1602 1.1237 -0.2137  1.558
H24 2.9870 2.0844 -2.9507  0.180
C16 4.2888 2.8897 -1.4526  -0.934
H25 -2.1419 -3.9257 1.6775  0.419
H26 -6.9860 -3.3301 -2.6932  0.406
H27 -4.5732 -2.8897 -2.9414  0.500
H28 -9.2038 0.0314 0.1649  0.300
H29 -3.5486 -2.1455 0.7398  0.145
N5 -2.1552 -1.3545 -0.5569  0.462
C17 4.9748 1.5791 -3.5519  -0.801
H30 -2.5858 -0.2110 1.8709  0.329
C18 3.6968 0.5836 -1.5625  -1.731
C19 -1.8397 -3.4148 0.7624  -1.430
C20 4.5891 0.4878 -4.5435  -1.238
C21 -6.1566 0.3674 1.1135  -0.237
H31 4.2544 3.8951 -1.8742  0.445

Values from the calculation:
ΔE to the lowest compared entry with this formula, charge and spin	0.0	kcal/mol
LUMO energy	0.51	eV
orbital gap	0.354	Eh

***

Entry from the Open Molecules 2025 dataset: a single C33H26N2O5 molecule (ωB97M-V/def2-TZVPD).

Each line ends with the Mulliken charge.
CARTESIAN COORDINATES (ANGSTROEM)
H1 4.9558 -2.0247 0.2169  0.402
H2 -1.4345 -0.6903 3.0356  0.625
C1 2.3829 -2.3648 0.1037  -0.196
H3 -3.3005 1.5829 1.8207  0.533
C2 4.1589 0.3658 -0.8109  0.779
H4 5.6737 2.9095 1.7153  0.469
C3 2.2043 3.4231 -0.1215  -1.063
C4 -1.7360 -0.3704 0.9354  -1.243
C5 0.4421 0.5227 1.2958  -0.609
H5 1.9848 4.2968 -0.7169  0.477
N1 -0.8213 0.7099 0.8607  0.450
H6 0.9521 -3.1048 -3.3874  0.399
C6 -4.2087 2.9168 -1.6842  -0.941
C7 -2.8926 2.6525 -1.3671  -0.514
C8 3.9518 1.8989 0.9444  1.709
H7 -0.4485 3.7337 -0.5364  0.692
C9 -3.4836 -2.5370 1.0665  0.844
C10 -2.3920 -0.8110 -0.2048  -0.046
H8 0.3827 -2.6543 0.8151  0.491
H9 -0.5424 -3.1007 -1.4179  0.505
H10 -5.6482 2.0474 1.2626  0.489
O1 -4.3133 -3.5915 1.2418  -0.474
C11 -4.8726 2.2079 0.5289  -0.936
H11 -3.7563 -2.2036 -1.0466  0.467
C12 1.3508 -2.8989 -2.4044  -0.929
H12 -4.3351 -4.4636 -0.6426  0.325
O2 3.0348 0.0764 2.1705  -0.678
C13 -2.8089 -2.0961 2.2091  -0.926
C14 1.0343 -2.6372 -0.0480  -0.604
H13 4.8278 -0.6823 -2.5313  0.448
C15 -1.1404 1.8929 0.2173  0.671
H14 5.1266 1.5362 2.7069  0.425
H15 -2.1182 2.8128 -2.1021  0.587
O3 4.4970 3.7387 -0.4608  -0.679
C16 0.5130 -2.8978 -1.3025  -0.342
H16 3.3487 -2.6483 -3.1141  0.403
N2 -7.6581 3.1477 -1.3222  -0.523
C17 1.4487 1.4085 1.0599  0.062
C18 -5.0170 -4.0970 0.1307  -0.814
H17 -4.4734 3.2944 -2.6606  0.466
H18 0.6530 -0.4016 1.8118  0.847
C19 4.6926 -2.0398 -0.8423  -1.246
C20 -1.9447 -1.0268 2.1453  -0.149
H19 5.2967 -2.8034 -1.3386  0.397
C21 -2.5507 2.1526 -0.1108  -0.399
C22 -3.2635 -1.8827 -0.1432  -0.880
C23 -6.5607 2.9463 -1.0597  -0.026
C24 3.2306 -2.3610 -0.9961  0.422
C25 2.7967 1.0455 1.4763  -0.220
C26 1.1987 2.5994 0.2903  1.209
C27 3.5878 3.1105 0.0561  -0.210
H20 4.2261 3.0689 2.7315  0.394
H21 6.0855 -0.4301 -1.2857  0.357
O4 4.7814 0.9970 0.1755  -0.411
H22 2.7804 -2.1427 1.0837  0.437
H23 -5.6079 -4.9280 0.5117  0.248
C28 -5.2080 2.6899 -0.7372  0.560
H24 -2.2081 -0.3257 -1.1511  0.802
C29 5.0382 -0.6705 -1.4620  -0.820
H25 -5.6859 -3.3439 -0.2973  0.324
C30 4.8066 2.3885 2.1127  -2.043
C31 2.6998 -2.6384 -2.2497  -0.223
C32 -3.5549 1.9420 0.8350  0.113
O5 3.0018 0.5557 -1.1027  -0.548
C33 -0.1772 2.8111 -0.0470  -0.611
H26 -2.9840 -2.6140 3.1381  0.474

Values from the calculation:
ΔE to the lowest compared entry with this formula, charge and spin	0.0	kcal/mol
LUMO energy	-0.67	eV
orbital gap	0.258	Eh

***

Entry from the Open Molecules 2025 dataset: 2 unconnected molecules or ions with the total composition C6H6 at a distorted geometry (ωB97M-V/def2-TZVPD).

Each line ends with the Mulliken charge.
CARTESIAN COORDINATES (ANGSTROEM)
C1 -1.6170 0.8886 -0.5757  -0.448
H1 -0.9668 1.0498 -1.4246  0.469
H2 0.7815 -2.8006 0.6488  0.281
C2 -2.3192 0.5712 0.4140  -0.381
H3 -0.0917 -2.6899 -0.9712  0.232
H4 2.1742 1.7579 0.9653  0.267
H5 1.5937 2.2574 -0.5440  0.246
C3 1.0440 0.2836 0.0931  0.105
C4 1.6279 1.4374 0.1502  -0.970
H6 -2.9868 0.4175 1.2506  0.370
C5 0.4349 -2.2013 -0.1038  -0.994
C6 0.7337 -0.9569 -0.0058  0.825

Values from the calculation:
ΔE to the lowest compared entry with this formula, charge and spin	136.1	kcal/mol
LUMO energy	0.52	eV
orbital gap	0.355	Eh

***

Total energy? In order: -76069.4108 -35875.4011 -47860.6811 -6313.2970 eV.